(A)
C9H18N2O4 | wB97M-V/def2-TZVPD

The HOMO energy comes out at -9.01 eV. Its LUMO energy is 0.24 eV.

Last columns: bonded neighbours and bond lengths (Å).
Positions of all 33 atoms, in Å:
1 C 1.13 0.79 0.20  C2 1.503, C3 1.587, H12 1.008, N28 1.476
2 C 0.24 -0.16 0.96  C1 1.503, N29 1.337, O30 1.265
3 C 1.59 1.99 1.12  C1 1.587, C4 1.429, C5 1.523, H13 1.159
4 C 2.76 2.64 0.63  C3 1.429, H14 1.237, H15 1.074, H16 1.125
5 C 0.29 2.70 1.46  C3 1.523, C6 1.605, H17 1.074, H18 1.085
6 C 0.59 3.81 2.59  C5 1.605, H19 1.155, H20 1.106, H21 1.114
7 C -0.29 -1.71 -0.95  C8 1.579, C9 1.475, H23 1.069, N29 1.468
8 C -1.54 -1.14 -1.74  C7 1.579, O31 1.187, O33 1.381
9 C -0.16 -3.18 -0.95  C7 1.475, H24 1.109, H25 1.130, O32 1.454
10 H -0.17 1.69 -1.11  N28 1.138
11 H 1.60 1.27 -1.69  N28 1.125
12 H 1.93 0.19 0.08  C1 1.008
13 H 1.79 1.61 2.20  C3 1.159
14 H 3.70 1.85 0.80  C4 1.237
15 H 3.07 3.44 1.28  C4 1.074
16 H 2.76 2.87 -0.48  C4 1.125
17 H -0.14 3.04 0.54  C5 1.074
18 H -0.52 2.15 1.92  C5 1.085
19 H -0.37 4.29 3.01  C6 1.155
20 H 1.41 4.51 2.32  C6 1.106
21 H 0.96 3.15 3.40  C6 1.114
22 H -1.10 -1.74 0.98  N29 1.045
23 H 0.59 -1.28 -1.36  C7 1.069
24 H 0.58 -3.64 -0.26  C9 1.109
25 H 0.22 -3.44 -1.98  C9 1.130
26 H -1.05 -4.66 -0.08  O32 1.206
27 H -2.44 -1.72 -3.45  O33 1.033
28 N 0.65 0.91 -1.20  C1 1.476, H10 1.138, H11 1.125
29 N -0.37 -1.22 0.43  C2 1.337, C7 1.468, H22 1.045
30 O 0.07 0.22 2.16  C2 1.265
31 O -2.31 -0.39 -1.25  C8 1.187
32 O -1.48 -3.66 -0.60  C9 1.454, H26 1.206
33 O -1.59 -1.90 -2.90  C8 1.381, H27 1.033

---

(B)
C9H18N2O4 | wB97M-V/def2-TZVPD

The HOMO energy comes out at -9.38 eV. Its LUMO energy is 0.44 eV.

Last columns: bonded neighbours and bond lengths (Å).
Positions of all 33 atoms, in Å:
1 C 0.01 -0.51 -1.96  C2 1.505, C3 1.532, H12 1.074, N28 1.498
2 C -0.88 -1.09 -0.89  C1 1.505, N29 1.322, O30 1.256
3 C -0.41 0.93 -2.28  C1 1.532, C4 1.552, H13 1.177, O31 1.363
4 C -1.84 1.17 -2.83  C3 1.552, H15 1.117, H16 1.047, H17 1.074
5 C 0.39 -0.25 1.04  C6 1.506, C7 1.567, H19 1.084, N29 1.468
6 C 1.73 -0.90 0.85  C5 1.506, O32 1.177, O33 1.327
7 C -0.03 0.50 2.35  C5 1.567, C8 1.479, C9 1.469, H20 1.121
8 C 1.03 1.42 2.82  C7 1.479, H21 1.090, H22 1.045, H23 1.031
9 C -0.39 -0.42 3.45  C7 1.469, H24 1.097, H25 1.136, H26 1.071
10 H 0.74 -2.04 -2.95  N28 1.051
11 H -0.80 -1.78 -3.44  N28 0.995
12 H 1.06 -0.48 -1.71  C1 1.074
13 H 0.19 1.22 -3.25  C3 1.177
14 H 0.79 2.30 -1.39  O31 0.997
15 H -1.93 2.22 -3.21  C4 1.117
16 H -1.94 0.64 -3.73  C4 1.047
17 H -2.57 0.90 -2.09  C4 1.074
18 H -1.45 -1.57 0.83  N29 1.018
19 H 0.52 0.50 0.26  C5 1.084
20 H -0.95 0.98 1.94  C7 1.121
21 H 0.58 2.39 3.04  C8 1.090
22 H 1.57 1.61 1.94  C8 1.045
23 H 1.58 1.06 3.61  C8 1.031
24 H -1.21 -1.09 3.15  C9 1.097
25 H 0.51 -1.07 3.70  C9 1.136
26 H -0.84 0.12 4.25  C9 1.071
27 H 2.69 -2.08 0.34  O33 0.997
28 N 0.05 -1.30 -3.23  C1 1.498, H10 1.051, H11 0.995
29 N -0.67 -1.05 0.42  C2 1.322, C5 1.468, H18 1.018
30 O -1.97 -1.63 -1.19  C2 1.256
31 O -0.05 1.78 -1.27  C3 1.363, H14 0.997
32 O 2.72 -0.55 1.38  C6 1.177
33 O 1.75 -1.94 0.02  C6 1.327, H27 0.997

---

On energetic grounds, (B) is preferred over the next structure by 53.2 kcal/mol.

---

(A)
C3H8IN | wB97M-V/def2-TZVPD

The HOMO energy comes out at -8.73 eV. Its LUMO energy is 0.22 eV.

Last columns: bonded neighbours and bond lengths (Å).
Positions of all 13 atoms, in Å:
1 C 0.58 -0.13 -1.24  C3 1.515, H6 1.083, H7 1.122, H8 1.160
2 C 0.02 0.43 1.02  C3 1.584, H9 1.060, H10 1.195, H11 1.195
3 C -0.51 -0.40 -0.22  C1 1.515, C2 1.584, N4 1.469, H12 1.209
4 N -0.65 -1.79 0.24  C3 1.469, I5 1.994, H13 0.975
5 I -0.76 -3.12 -1.24  N4 1.994
6 H 1.18 -1.01 -1.44  C1 1.083
7 H 0.14 0.22 -2.21  C1 1.122
8 H 1.17 0.82 -0.93  C1 1.160
9 H 0.95 -0.04 1.22  C2 1.060
10 H -0.71 0.56 1.95  C2 1.195
11 H 0.13 1.59 0.74  C2 1.195
12 H -1.59 0.11 -0.42  C3 1.209
13 H -1.45 -1.70 0.78  N4 0.975

---

(B)
C3H8IN | wB97M-V/def2-TZVPD

The HOMO energy (alpha / beta) comes out at -7.96 / -8.03 eV. Its LUMO energy (alpha / beta) is -0.32 / -0.26 eV.

Last columns: bonded neighbours and bond lengths (Å).
Positions of all 13 atoms, in Å:
1 C -1.13 -1.22 -0.34  C3 1.524, H6 1.131, H7 1.124, H8 1.115
2 C 0.20 2.03 -0.18  H9 1.120, H10 1.138, H11 1.050
3 C 0.12 -0.95 0.49  C1 1.524, N4 1.423, H12 1.140, H13 1.189
4 N 0.99 -0.07 -0.21  C3 1.423, I5 1.953
5 I 2.89 -0.05 0.24  N4 1.953
6 H -1.76 -2.13 -0.15  C1 1.131
7 H -1.84 -0.38 -0.11  C1 1.124
8 H -0.72 -1.22 -1.38  C1 1.115
9 H 0.01 2.11 0.92  C2 1.120
10 H 1.07 2.70 -0.47  C2 1.138
11 H -0.54 1.86 -0.90  C2 1.050
12 H -0.04 -0.72 1.60  C3 1.140
13 H 0.75 -1.96 0.49  C3 1.189

---

On energetic grounds, (A) is preferred over the next structure by 55.1 kcal/mol.

---

(A)
CH31O18 | wB97M-V/def2-TZVPD

The HOMO energy comes out at -7.61 eV. The net charge is -1. Its LUMO energy is 2.44 eV.

Last columns: bonded neighbours and bond lengths (Å).
Positions of all 50 atoms, in Å:
1 C -14.26 -3.93 -12.03  O2 1.275, O3 1.343, O4 1.209
2 O -14.54 -5.06 -12.53  C1 1.275
3 O -13.69 -3.84 -10.81  C1 1.343, H5 0.973
4 O -14.45 -2.86 -12.57  C1 1.209
5 H -13.80 -4.63 -10.25  O3 0.973
6 O -13.07 -5.35 -15.51  H7 0.957, H8 0.975
7 H -13.31 -4.48 -15.19  O6 0.957
8 H -12.22 -5.13 -15.95  O6 0.975
9 O -11.43 -2.07 -10.35  H10 0.927, H11 0.945
10 H -11.80 -2.75 -10.85  O9 0.927
11 H -11.46 -1.28 -10.88  O9 0.945
12 O -16.28 -6.92 -12.00  H13 0.983, H14 0.928
13 H -15.60 -6.22 -12.10  O12 0.983
14 H -16.54 -7.19 -12.85  O12 0.928
15 O -16.85 -4.28 -9.76  H16 0.930, H17 0.931
16 H -16.19 -4.32 -10.41  O15 0.930
17 H -17.32 -3.49 -9.91  O15 0.931
18 O -16.68 -4.41 -14.08  H19 0.957, H20 0.963
19 H -17.35 -5.08 -13.90  O18 0.957
20 H -15.89 -4.67 -13.60  O18 0.963
21 O -15.62 -2.04 -8.48  H22 0.947, H23 0.923
22 H -14.75 -1.68 -8.52  O21 0.947
23 H -15.72 -2.19 -9.39  O21 0.923
24 O -10.59 -5.00 -10.77  H25 0.993, H26 0.928
25 H -10.98 -4.46 -10.03  O24 0.993
26 H -11.27 -5.12 -11.39  O24 0.928
27 O -14.07 -7.89 -13.92  H28 0.969, H29 0.967
28 H -13.63 -7.46 -13.17  O27 0.969
29 H -13.96 -8.85 -13.80  O27 0.967
30 O -16.27 -2.05 -15.34  H31 0.958, H32 0.946
31 H -16.30 -2.81 -14.76  O30 0.958
32 H -16.14 -1.33 -14.75  O30 0.946
33 O -16.66 -1.97 -11.56  H34 0.985, H35 0.929
34 H -15.85 -2.23 -12.06  O33 0.985
35 H -16.80 -1.06 -11.59  O33 0.929
36 O -11.30 -5.12 -13.53  H37 0.931, H38 0.956
37 H -11.13 -4.21 -13.44  O36 0.931
38 H -12.10 -5.24 -14.03  O36 0.956
39 O -13.93 -0.23 -12.45  H40 0.978, H41 0.979
40 H -14.87 -0.04 -12.63  O39 0.978
41 H -13.87 -1.20 -12.28  O39 0.979
42 O -12.84 -7.08 -11.42  H43 0.954, H44 0.933
43 H -13.20 -7.19 -10.54  O42 0.954
44 H -13.16 -6.25 -11.69  O42 0.933
45 O -14.01 -5.86 -9.18  H46 0.956, H47 0.946
46 H -14.35 -5.36 -8.43  O45 0.956
47 H -14.52 -6.65 -9.15  O45 0.946
48 O -13.50 -2.83 -14.92  H49 0.990, H50 0.983
49 H -13.85 -2.89 -13.99  O48 0.990
50 H -14.29 -2.51 -15.41  O48 0.983

---

(B)
CH31O18 | wB97M-V/def2-TZVPD

The HOMO energy comes out at -7.04 eV. The net charge is -1. Its LUMO energy is 2.06 eV.

Last columns: bonded neighbours and bond lengths (Å).
Positions of all 50 atoms, in Å:
1 C -0.22 -0.04 0.02  O2 1.210, O3 1.378, O4 1.251
2 O -0.25 0.86 0.83  C1 1.210
3 O 0.45 0.09 -1.18  C1 1.378, H5 0.994
4 O -0.85 -1.11 0.15  C1 1.251
5 H 1.05 0.88 -1.24  O3 0.994
6 O 2.53 0.39 -4.11  H7 0.943, H8 0.963
7 H 1.80 0.83 -3.70  O6 0.943
8 H 2.25 -0.53 -4.15  O6 0.963
9 O 0.79 3.09 1.40  H10 0.928, H11 0.950
10 H 0.35 3.71 0.87  O9 0.928
11 H 0.40 2.25 1.22  O9 0.950
12 O -2.54 2.31 1.01  H13 0.945, H14 0.989
13 H -2.36 3.19 1.29  O12 0.945
14 H -1.65 1.89 0.85  O12 0.989
15 O 0.37 -0.53 3.02  H16 0.944, H17 0.992
16 H 0.07 -1.41 2.83  O15 0.944
17 H 0.23 -0.06 2.15  O15 0.992
18 O -1.30 1.33 4.16  H19 0.976, H20 0.956
19 H -0.55 0.82 3.81  O18 0.976
20 H -1.98 1.25 3.49  O18 0.956
21 O 4.43 1.21 -0.75  H22 0.988, H23 0.960
22 H 3.55 1.52 -1.09  O21 0.988
23 H 4.50 1.53 0.15  O21 0.960
24 O 3.18 1.51 1.65  H25 0.976, H26 0.932
25 H 2.40 2.06 1.45  O24 0.976
26 H 3.03 0.70 1.22  O24 0.932
27 O -2.66 -0.76 2.22  H28 0.978, H29 0.926
28 H -1.89 -1.20 1.80  O27 0.978
29 H -2.62 -1.22 3.02  O27 0.926
30 O -0.59 -2.93 2.40  H31 0.927, H32 0.972
31 H -0.38 -2.78 1.50  O30 0.927
32 H -0.40 -3.88 2.50  O30 0.972
33 O -0.06 1.09 -4.09  H34 0.953, H35 0.972
34 H -0.37 0.24 -4.40  O33 0.953
35 H -0.56 1.32 -3.29  O33 0.972
36 O -3.16 0.02 -1.09  H37 0.943, H38 0.983
37 H -2.33 -0.13 -0.66  O36 0.943
38 H -3.75 -0.68 -0.73  O36 0.983
39 O 1.90 2.22 -1.81  H40 0.959, H41 0.945
40 H 1.44 2.79 -2.44  O39 0.959
41 H 2.17 2.79 -1.11  O39 0.945
42 O 0.89 -3.13 -0.13  H43 0.961, H44 0.964
43 H 1.61 -3.12 -0.78  O42 0.961
44 H 0.34 -2.46 -0.56  O42 0.964
45 O -2.40 -3.51 -0.03  H46 0.934, H47 0.963
46 H -2.31 -4.41 -0.23  O45 0.934
47 H -1.75 -2.96 -0.48  O45 0.963
48 O -0.69 -1.93 -2.50  H49 0.976, H50 0.968
49 H -0.48 -1.20 -1.89  O48 0.976
50 H -1.65 -1.91 -2.62  O48 0.968

---

On energetic grounds, (A) is preferred over the next structure by 3.0 kcal/mol.

---

(A)
C9H16N2O4 | wB97M-V/def2-TZVPD

The HOMO energy comes out at -7.76 eV. Its LUMO energy is 0.50 eV.

Last columns: bonded neighbours and bond lengths (Å).
Positions of all 31 atoms, in Å:
1 C 1.62 3.48 0.66  C4 1.564, O12 1.338, O13 1.214
2 C -2.11 -2.91 -0.67  C7 1.492, C9 1.300, O14 1.420
3 C 1.68 0.56 -0.70  C5 1.540, O15 1.512, H16 1.132, H17 1.070
4 C 1.00 2.13 1.13  C1 1.564, C5 1.598, N11 1.419, H18 1.147
5 C 1.91 0.86 0.79  C3 1.540, C4 1.598, C8 1.514, H19 1.070
6 C -0.58 1.20 -0.21  N11 1.217, O15 1.339, H20 1.097
7 C -1.51 -3.93 -1.59  C2 1.492, H21 1.165, H22 1.057, H23 1.144
8 C 3.38 0.99 1.15  C5 1.514, H24 1.129, H25 1.164, H26 1.106
9 C -3.11 -2.14 -0.97  C2 1.300, N10 1.358, H27 1.108
10 N -3.77 -1.20 -0.25  C9 1.358, H28 0.973, H29 1.001
11 N -0.35 1.96 0.72  C4 1.419, C6 1.217
12 O 0.92 4.58 0.95  C1 1.338, H31 0.892
13 O 2.72 3.56 0.14  C1 1.214
14 O -1.51 -2.89 0.61  C2 1.420, H30 1.031
15 O 0.20 0.45 -0.99  C3 1.512, C6 1.339
16 H 2.14 1.37 -1.35  C3 1.132
17 H 2.18 -0.33 -1.04  C3 1.070
18 H 1.07 2.18 2.28  C4 1.147
19 H 1.45 0.07 1.33  C5 1.070
20 H -1.64 1.08 -0.46  C6 1.097
21 H -2.19 -3.93 -2.54  C7 1.165
22 H -0.58 -3.60 -1.96  C7 1.057
23 H -1.35 -4.93 -1.06  C7 1.144
24 H 3.89 0.00 1.03  C8 1.129
25 H 3.64 1.28 2.24  C8 1.164
26 H 3.87 1.64 0.39  C8 1.106
27 H -3.45 -2.39 -2.00  C9 1.108
28 H -3.36 -0.87 0.57  N10 0.973
29 H -4.17 -0.42 -0.74  N10 1.001
30 H -2.14 -2.29 1.17  O14 1.031
31 H 0.14 4.46 1.37  O12 0.892

---

(B)
C9H16N2O4 | wB97M-V/def2-TZVPD

The HOMO energy comes out at -9.65 eV. Its LUMO energy is 0.43 eV.

Last columns: bonded neighbours and bond lengths (Å).
Positions of all 31 atoms, in Å:
1 C -1.40 0.73 0.44  C2 1.581, C3 1.520, H12 1.170, N26 1.458
2 C -0.57 -0.49 -0.13  C1 1.581, N27 1.379, O28 1.166
3 C -2.82 0.20 0.51  C1 1.520, C4 1.582, H13 1.095, O29 1.469
4 C -3.68 0.61 -0.76  C3 1.582, H15 1.066, H16 1.166, H17 1.119
5 C 1.68 0.05 0.86  C6 1.526, C7 1.485, H18 1.032, N27 1.531
6 C 2.52 1.18 0.27  C5 1.526, O30 1.221, O31 1.309
7 C 2.75 -0.98 0.95  C5 1.485, C8 1.626, H19 1.164, H20 1.284
8 C 2.94 -1.53 -0.57  C7 1.626, C9 1.606, H21 1.131, H22 1.165
9 C 1.37 -1.66 -0.88  C8 1.606, H23 1.161, H24 1.047, N27 1.566
10 H -1.85 2.57 0.12  N26 1.235
11 H -1.17 1.72 -1.33  N26 1.081
12 H -0.95 0.61 1.52  C1 1.170
13 H -3.14 0.97 1.22  C3 1.095
14 H -2.43 -1.82 0.90  O29 1.059
15 H -3.72 1.67 -0.81  C4 1.066
16 H -4.70 0.12 -0.46  C4 1.166
17 H -3.45 0.25 -1.80  C4 1.119
18 H 1.31 0.51 1.71  C5 1.032
19 H 3.67 -0.32 1.22  C7 1.164
20 H 2.52 -1.96 1.74  C7 1.284
21 H 3.56 -2.46 -0.74  C8 1.131
22 H 3.33 -0.61 -1.17  C8 1.165
23 H 0.78 -2.56 -0.44  C9 1.161
24 H 1.19 -1.59 -1.91  C9 1.047
25 H 1.00 2.21 -0.09  O31 1.003
26 N -0.91 1.89 -0.30  C1 1.458, H10 1.235, H11 1.081
27 N 0.78 -0.32 -0.32  C2 1.379, C5 1.531, C9 1.566
28 O -1.21 -1.23 -0.77  C2 1.166
29 O -3.10 -1.06 1.20  C3 1.469, H14 1.059
30 O 3.74 1.15 0.19  C6 1.221
31 O 1.96 2.16 -0.39  C6 1.309, H25 1.003

---

On energetic grounds, (A) is preferred over the next structure by 53.6 kcal/mol.